No. 1
This record from the Open Molecules 2025 dataset describes a cluster of 2 separate species, C2H3NO3 in total. The level of theory is the ωB97M-V functional and the def2-TZVPD basis.

Each atom is followed by the atoms it is bonded to, with distances in Å.
Geometry (Å):
1 C -2.429 -0.234 -0.077  C2 1.526, O6 1.401, H7 1.106, H8 1.016
2 C -1.346 0.820 0.139  C1 1.526, O6 1.329
3 N 2.685 0.249 0.094  O4 1.218, O5 1.211, H9 1.119
4 O 2.702 0.265 1.311  N3 1.218
5 O 3.366 0.896 -0.670  N3 1.211
6 O -1.083 -0.342 -0.451  C1 1.401, C2 1.329
7 H -2.857 -0.894 0.701  C1 1.106
8 H -3.184 -0.112 -0.746  C1 1.016
9 H 2.145 -0.648 -0.301  N3 1.119

For the calculated total energy, the calculation gives -358.22646 Ha. The frontier orbital gap comes out at 0.3874 Eh. As for the relative energy (zero: lowest compared OMol25 entry of this formula, charge and spin): 796.1 kJ/mol. For the highest occupied orbital energy, the calculation gives -10.47 eV.

No. 2
This record from the Open Molecules 2025 dataset describes an isolated molecule of C2H3NO3. The level of theory is the ωB97M-V functional and the def2-TZVPD basis.

Each atom is followed by the atoms it is bonded to, with distances in Å.
Geometry (Å):
1 O 1.230 1.145 0.934  C2 1.199
2 C 0.115 1.154 0.494  O1 1.199, C3 1.487, H7 1.154
3 C -0.398 0.120 -0.443  C2 1.487, N4 1.522, H8 1.123, H9 1.163
4 N 0.294 -1.193 -0.107  C3 1.522, O5 1.208, O6 1.221
5 O 0.989 -1.655 -0.980  N4 1.208
6 O 0.143 -1.636 1.022  N4 1.221
7 H -0.569 1.965 0.948  C2 1.154
8 H -0.280 0.246 -1.553  C3 1.123
9 H -1.523 -0.145 -0.314  C3 1.163

For the calculated total energy, the calculation gives -358.35501 Ha. The frontier orbital gap comes out at 0.3988 Eh. As for the relative energy (zero: lowest compared OMol25 entry of this formula, charge and spin): 458.6 kJ/mol. For the highest occupied orbital energy, the calculation gives -10.90 eV. The structure (SMILES) is O=CC[N+](=O)[O-].

No. 3
This record from the Open Molecules 2025 dataset describes a cluster of 2 separate species, C2H3NO4 in total. The level of theory is the ωB97M-V functional and the def2-TZVPD basis.

Each atom is followed by the atoms it is bonded to, with distances in Å.
Geometry (Å):
1 C -1.562 -0.320 -0.499  O4 1.176, O7 1.245, H8 1.206
2 C 1.152 -0.003 0.107  N3 1.505, H9 1.145, H10 0.995
3 N 2.086 -0.382 -1.012  C2 1.505, O5 1.193, O6 1.187
4 O -1.517 -1.355 0.059  C1 1.176
5 O 3.066 -0.945 -0.630  N3 1.193
6 O 1.778 0.035 -2.079  N3 1.187
7 O -0.739 0.594 -0.697  C1 1.245
8 H -2.538 0.146 -1.033  C1 1.206
9 H 1.239 0.997 0.658  C2 1.145
10 H 0.868 -0.794 0.637  C2 0.995

For the calculated total energy, the calculation gives -433.50253 Ha. The frontier orbital gap (alpha / beta) comes out at 0.3142 / 0.3145 Eh. As for the relative energy (zero: lowest compared OMol25 entry of this formula, charge and spin): 685.3 kJ/mol. For the highest occupied orbital energy (alpha / beta), the calculation gives -10.46 / -10.46 eV.